Entry 1:
7 unconnected molecules or ions with the total composition C47H56ClN2O3, computed with wB97M-V/def2-TZVPD.

Bonds (Å) are listed after each position.
Cartesian coordinates (Å):
1 C -1.509 4.101 1.389  C2 1.539, H18 1.079, H19 1.079, H20 1.083
2 C -0.343 3.211 0.921  C1 1.539, N3 1.467, H21 1.084, H22 1.078
3 N -0.757 2.349 -0.191  C2 1.467, C4 1.472, C15 1.377
4 C -0.364 0.936 -0.063  N3 1.472, C5 1.538, H23 1.076, H24 1.085
5 C -1.437 -0.077 -0.497  C4 1.538, C6 1.526, H25 1.085, H26 1.084
6 C -2.882 0.343 -0.245  C5 1.526, N7 1.447, C12 1.536, H27 1.084
7 N -3.349 1.230 -1.289  C6 1.447, C8 1.450, H28 1.005
8 C -4.712 1.689 -1.107  N7 1.450, C9 1.520, H29 1.086, H30 1.087
9 C -4.802 3.156 -0.723  C8 1.520, C10 1.509, H31 1.082, H32 1.085
10 C -3.989 4.050 -1.628  C9 1.509, Cl11 1.818, H33 1.077, H34 1.075
11 Cl -4.661 5.738 -1.569  C10 1.818
12 C -3.678 -0.968 -0.170  C6 1.536, O13 1.260, O14 1.267
13 O -3.863 -1.435 0.985  C12 1.260
14 O -3.990 -1.481 -1.286  C12 1.267
15 C -0.543 2.933 -1.420  N3 1.377, C16 1.502, O17 1.232
16 C -0.417 2.082 -2.651  C15 1.502, H35 1.080, H36 1.080, H37 1.078
17 O -0.497 4.159 -1.533  C15 1.232
18 H -2.405 3.562 1.126  C1 1.079
19 H -1.473 5.049 0.873  C1 1.079
20 H -1.488 4.204 2.466  C1 1.083
21 H 0.518 3.816 0.662  C2 1.084
22 H -0.058 2.603 1.764  C2 1.078
23 H -0.115 0.718 0.961  C4 1.076
24 H 0.537 0.713 -0.625  C4 1.085
25 H -1.308 -0.403 -1.524  C5 1.085
26 H -1.286 -0.952 0.123  C5 1.084
27 H -2.897 0.824 0.726  C6 1.084
28 H -3.253 0.769 -2.178  N7 1.005
29 H -5.247 1.555 -2.043  C8 1.086
30 H -5.255 1.114 -0.361  C8 1.087
31 H -4.546 3.319 0.317  C9 1.082
32 H -5.842 3.451 -0.809  C9 1.085
33 H -4.083 3.751 -2.658  C10 1.077
34 H -2.962 4.117 -1.317  C10 1.075
35 H 0.347 1.327 -2.541  C16 1.080
36 H -1.361 1.656 -2.960  C16 1.080
37 H -0.089 2.733 -3.444  C16 1.078
38 C -3.073 -6.936 -3.169  C39 1.390, C43 1.388, H44 1.083
39 C -4.341 -6.564 -2.738  C38 1.390, C40 1.390, H45 1.084
40 C -4.571 -5.273 -2.278  C39 1.390, C41 1.389, H46 1.082
41 C -3.538 -4.344 -2.255  C40 1.389, C42 1.387, H47 1.090
42 C -2.275 -4.718 -2.691  C41 1.387, C43 1.391, H48 1.084
43 C -2.039 -6.011 -3.143  C38 1.388, C42 1.391, H49 1.085
44 H -2.892 -7.944 -3.522  C38 1.083
45 H -5.150 -7.285 -2.758  C39 1.084
46 H -5.555 -4.986 -1.932  C40 1.082
47 H -3.696 -3.328 -1.892  C41 1.090
48 H -1.469 -3.993 -2.674  C42 1.084
49 H -1.047 -6.297 -3.475  C43 1.085
50 C -0.064 -5.486 1.114  C51 1.389, C55 1.389, H56 1.083
51 C 0.972 -5.692 2.014  C50 1.389, C52 1.390, H57 1.083
52 C 2.054 -6.489 1.658  C51 1.390, C53 1.388, H58 1.084
53 C 2.102 -7.072 0.399  C52 1.388, C54 1.389, H59 1.083
54 C 1.065 -6.863 -0.500  C53 1.389, C55 1.386, H60 1.083
55 C -0.018 -6.075 -0.143  C50 1.389, C54 1.386, H61 1.081
56 H -0.908 -4.865 1.388  C50 1.083
57 H 0.939 -5.230 2.993  C51 1.083
58 H 2.863 -6.653 2.361  C52 1.084
59 H 2.948 -7.686 0.116  C53 1.083
60 H 1.104 -7.314 -1.484  C54 1.083
61 H -0.824 -5.914 -0.846  C55 1.081
62 C -1.787 9.016 5.032  C63 1.388, C67 1.388, H68 1.083
63 C -2.391 8.530 3.881  C62 1.388, C64 1.387, H69 1.082
64 C -2.806 7.207 3.820  C63 1.387, C65 1.388, H70 1.082
65 C -2.622 6.372 4.914  C64 1.388, C66 1.388, H71 1.082
66 C -2.020 6.860 6.065  C65 1.388, C67 1.388, H72 1.082
67 C -1.600 8.181 6.124  C62 1.388, C66 1.388, H73 1.083
68 H -1.462 10.048 5.078  C62 1.083
69 H -2.539 9.181 3.030  C63 1.082
70 H -3.270 6.826 2.920  C64 1.082
71 H -2.947 5.341 4.867  C65 1.082
72 H -1.878 6.208 6.918  C66 1.082
73 H -1.127 8.560 7.021  C67 1.083
74 C 1.679 -3.236 -1.587  C75 1.388, C79 1.388, H80 1.082
75 C 2.101 -2.363 -2.580  C74 1.388, C76 1.389, H81 1.083
76 C 3.449 -2.055 -2.707  C75 1.389, C77 1.388, H82 1.083
77 C 4.375 -2.625 -1.844  C76 1.388, C78 1.389, H83 1.083
78 C 3.951 -3.501 -0.853  C77 1.389, C79 1.388, H84 1.084
79 C 2.604 -3.804 -0.721  C74 1.388, C78 1.388, H85 1.077
80 H 0.628 -3.472 -1.483  C74 1.082
81 H 1.378 -1.921 -3.254  C75 1.083
82 H 3.778 -1.369 -3.479  C76 1.083
83 H 5.427 -2.386 -1.944  C77 1.083
84 H 4.674 -3.945 -0.179  C78 1.084
85 H 2.274 -4.476 0.054  C79 1.077
86 C 3.847 -3.341 3.083  C87 1.388, C91 1.390, H92 1.083
87 C 3.998 -3.698 4.416  C86 1.388, C88 1.388, H93 1.083
88 C 4.542 -2.798 5.321  C87 1.388, C89 1.387, H94 1.083
89 C 4.930 -1.536 4.894  C88 1.387, C90 1.388, H95 1.083
90 C 4.777 -1.177 3.563  C89 1.388, C91 1.388, H96 1.082
91 C 4.238 -2.078 2.655  C86 1.390, C90 1.388, H97 1.083
92 H 3.424 -4.048 2.380  C86 1.083
93 H 3.690 -4.681 4.750  C87 1.083
94 H 4.662 -3.079 6.360  C88 1.083
95 H 5.351 -0.832 5.600  C89 1.083
96 H 5.076 -0.191 3.231  C90 1.082
97 H 4.122 -1.798 1.615  C91 1.083
98 C 4.328 1.983 -2.938  C99 1.388, C103 1.388, H104 1.083
99 C 3.350 2.770 -2.346  C98 1.388, C100 1.387, H105 1.083
100 C 3.101 4.050 -2.819  C99 1.387, C101 1.388, H106 1.083
101 C 3.831 4.542 -3.892  C100 1.388, C102 1.388, H107 1.082
102 C 4.810 3.757 -4.486  C101 1.388, C103 1.388, H108 1.083
103 C 5.061 2.479 -4.007  C98 1.388, C102 1.388, H109 1.083
104 H 4.518 0.984 -2.566  C98 1.083
105 H 2.775 2.383 -1.513  C99 1.083
106 H 2.335 4.659 -2.356  C100 1.083
107 H 3.635 5.539 -4.267  C101 1.082
108 H 5.378 4.142 -5.324  C102 1.083
109 H 5.826 1.868 -4.469  C103 1.083

Net charge = -1

Results of the Löwdin charge analysis, in e, for atoms 1 through 99: C -0.0571; C -0.2003; N -0.0422; C -0.1502; C -0.1226; C -0.2936; N -0.0159; C -0.2174; C -0.2765; C -0.5570; Cl 0.4879; C -0.6868; O -0.0609; O -0.0744; C -0.4951; C 0.0105; O 0.0167; H 0.0544; H 0.0686; H 0.0585; H 0.1107; H 0.1029; H 0.1111; H 0.0976; H 0.1065; H 0.1155; H 0.1413; H 0.0991; H 0.1197; H 0.1212; H 0.0939; H 0.0877; H 0.0688; H 0.0304; H 0.0643; H 0.0734; H 0.0799; C -0.1163; C -0.1089; C -0.0795; C -0.0584; C -0.1051; C -0.1312; H 0.0907; H 0.0915; H 0.1028; H 0.0696; H 0.0908; H 0.0950; C -0.0722; C -0.1066; C -0.1254; C -0.1084; C -0.0939; C -0.0856; H 0.1140; H 0.1016; H 0.0970; H 0.0994; H 0.1021; H 0.0784; C -0.1047; C -0.0961; C -0.0912; C -0.0965; C -0.1014; C -0.1064; H 0.0962; H 0.1001; H 0.1031; H 0.1009; H 0.0978; H 0.0958; C -0.0702; C -0.0879; C -0.1078; C -0.1030; C -0.1002; C -0.0786; H 0.0890; H 0.1015; H 0.0916; H 0.0966; H 0.1001; H 0.0608; C -0.0857; C -0.0965; C -0.1033; C -0.1031; C -0.0954; C -0.0838; H 0.0753; H 0.0973; H 0.0970; H 0.0972; H 0.0996; H 0.0943; C -0.0952; C -0.0901

Entry 2:
10 unconnected molecules or ions with the total composition C47H57BClF9N5O32S, computed with wB97M-V/def2-TZVPD.

Bonds (Å) are listed after each position.
Cartesian coordinates (Å):
1 C -0.283 3.724 2.289  C2 1.490, H34 1.088, H35 1.086, H36 1.090
2 C -1.409 4.215 1.445  C1 1.490, O3 1.199, N4 1.457
3 O -2.541 4.376 1.806  C2 1.199
4 N -1.042 4.523 0.069  C2 1.457, C5 1.477, C6 1.399
5 C -0.592 5.916 -0.129  N4 1.477, H37 1.090, H38 1.088, H39 1.089
6 C -1.883 3.955 -0.894  N4 1.399, C7 1.378, N23 1.380
7 C -3.186 4.346 -1.114  C6 1.378, B8 1.603, C11 1.399
8 B -3.927 5.504 -0.288  C7 1.603, O9 1.353, O10 1.368
9 O -4.996 5.225 0.491  B8 1.353, H40 0.961
10 O -3.525 6.809 -0.375  B8 1.368, H41 0.961
11 C -3.893 3.677 -2.119  C7 1.399, C12 1.385, H42 1.085
12 C -3.332 2.662 -2.875  C11 1.385, C13 1.506, C17 1.391
13 C -4.140 1.998 -3.959  C12 1.506, C14 1.511, H43 1.093, H44 1.087
14 C -3.693 2.293 -5.372  C13 1.511, O15 1.183, Cl16 1.781
15 O -3.780 1.556 -6.293  C14 1.183
16 Cl -3.009 3.925 -5.578  C14 1.781
17 C -2.018 2.286 -2.617  C12 1.391, C18 1.494, N23 1.357
18 C -1.363 1.187 -3.387  C17 1.494, C19 1.548, H45 1.086, H46 1.091
19 C -1.792 -0.216 -2.893  C18 1.548, C20 1.539, H47 1.089, H48 1.090
20 C -1.745 -0.398 -1.365  C19 1.539, C21 1.547, H49 1.088, H50 1.092
21 C -3.050 -0.940 -0.737  C20 1.547, N22 1.471, H51 1.089, H52 1.085
22 N -3.676 -0.075 0.275  C21 1.471, H53 1.017, H54 1.015
23 N -1.334 2.929 -1.637  C6 1.380, C17 1.357, C24 1.485
24 C 0.067 2.533 -1.345  N23 1.485, C25 1.519, H55 1.082, H56 1.087
25 C 1.085 3.395 -2.072  C24 1.519, C26 1.536, H57 1.094, H58 1.087
26 C 2.479 2.763 -1.954  C25 1.536, C27 1.532, H59 1.091, H60 1.088
27 C 2.848 1.939 -3.192  C26 1.532, S28 1.813, H61 1.088, H62 1.092
28 S 3.850 0.469 -2.844  C27 1.813, C29 1.736
29 C 2.705 -0.381 -1.853  S28 1.736, N30 1.288, O33 1.367
30 N 1.588 -0.939 -2.167  C29 1.288, N31 1.392
31 N 1.066 -1.479 -0.995  N30 1.392, C32 1.286
32 C 1.925 -1.207 -0.077  N31 1.286, O33 1.339, H63 1.078
33 O 2.978 -0.509 -0.520  C29 1.367, C32 1.339
34 H 0.549 4.425 2.251  C1 1.088
35 H -0.623 3.617 3.315  C1 1.086
36 H 0.033 2.753 1.907  C1 1.090
37 H 0.467 5.993 0.118  C5 1.090
38 H -0.706 6.175 -1.179  C5 1.088
39 H -1.158 6.616 0.485  C5 1.089
40 H -5.279 4.308 0.478  O9 0.961
41 H -3.221 7.067 -1.249  O10 0.961
42 H -4.918 3.972 -2.318  C11 1.085
43 H -5.165 2.371 -3.888  C13 1.093
44 H -4.198 0.918 -3.847  C13 1.087
45 H -0.281 1.255 -3.335  C18 1.086
46 H -1.602 1.283 -4.448  C18 1.091
47 H -2.776 -0.467 -3.283  C19 1.089
48 H -1.106 -0.919 -3.363  C19 1.090
49 H -0.933 -1.087 -1.143  C20 1.088
50 H -1.520 0.549 -0.869  C20 1.092
51 H -3.778 -1.136 -1.523  C21 1.089
52 H -2.802 -1.882 -0.260  C21 1.085
53 H -3.789 0.858 -0.111  N22 1.017
54 H -3.032 0.028 1.052  N22 1.015
55 H 0.216 2.555 -0.274  C24 1.082
56 H 0.194 1.497 -1.650  C24 1.087
57 H 0.802 3.478 -3.126  C25 1.094
58 H 1.105 4.403 -1.664  C25 1.087
59 H 2.518 2.127 -1.069  C26 1.091
60 H 3.219 3.547 -1.811  C26 1.088
61 H 3.415 2.521 -3.915  C27 1.088
62 H 1.944 1.592 -3.697  C27 1.092
63 H 1.846 -1.494 0.959  C32 1.078
64 C 0.737 5.728 6.701  C65 1.515, O69 1.438, H71 1.090, H72 1.082
65 C 1.335 7.042 6.241  C64 1.515, O66 1.423, F70 1.348, H73 1.091
66 O 2.250 6.619 5.238  C65 1.423, C67 1.352
67 C 1.806 5.448 4.728  O66 1.352, O68 1.189, O69 1.349
68 O 2.207 4.948 3.727  C67 1.189
69 O 0.834 4.931 5.507  C64 1.438, C67 1.349
70 F 2.009 7.678 7.220  C65 1.348
71 H 1.347 5.279 7.485  C64 1.090
72 H -0.289 5.811 7.031  C64 1.082
73 H 0.621 7.738 5.799  C65 1.091
74 C -0.861 -5.023 0.890  C75 1.514, O79 1.445, H81 1.086, H82 1.086
75 C 0.037 -5.640 -0.161  C74 1.514, O76 1.429, F80 1.354, H83 1.090
76 O -0.644 -5.300 -1.371  C75 1.429, C77 1.350
77 C -1.330 -4.159 -1.150  O76 1.350, O78 1.191, O79 1.345
78 O -1.778 -3.462 -2.005  C77 1.191
79 O -1.409 -3.898 0.168  C74 1.445, C77 1.345
80 F 0.104 -6.988 -0.054  C75 1.354
81 H -1.659 -5.697 1.187  C74 1.086
82 H -0.328 -4.681 1.772  C74 1.086
83 H 1.044 -5.228 -0.218  C75 1.090
84 C -5.320 5.990 -8.960  C85 1.515, O89 1.429, H91 1.091, H92 1.086
85 C -3.910 6.019 -8.408  C84 1.515, O86 1.411, F90 1.354, H93 1.092
86 O -3.525 7.359 -8.630  C85 1.411, C87 1.367
87 C -4.654 8.130 -8.640  O86 1.367, O88 1.179, O89 1.356
88 O -4.669 9.306 -8.557  C87 1.179
89 O -5.748 7.335 -8.738  C84 1.429, C87 1.356
90 F -3.072 5.188 -9.074  C85 1.354
91 H -5.311 5.777 -10.030  C84 1.091
92 H -5.980 5.293 -8.451  C84 1.086
93 H -3.830 5.801 -7.341  C85 1.092
94 C 5.640 0.345 2.111  C95 1.513, O99 1.432, H101 1.090, H102 1.087
95 C 6.106 -1.088 2.245  C94 1.513, O96 1.415, F100 1.354, H103 1.092
96 O 5.639 -1.436 3.535  C95 1.415, C97 1.363
97 C 4.543 -0.673 3.807  O96 1.363, O98 1.182, O99 1.356
98 O 3.770 -0.879 4.676  C97 1.182
99 O 4.453 0.343 2.913  C94 1.432, C97 1.356
100 F 7.455 -1.192 2.201  C95 1.354
101 H 6.368 1.042 2.527  C94 1.090
102 H 5.409 0.629 1.087  C94 1.087
103 H 5.675 -1.772 1.511  C95 1.092
104 C -3.762 7.522 8.821  C105 1.515, O109 1.428, H111 1.091, H112 1.086
105 C -2.271 7.527 9.087  C104 1.515, O106 1.407, F110 1.365, H113 1.090
106 O -1.857 8.729 8.484  C105 1.407, C107 1.373
107 C -2.920 9.597 8.488  O106 1.373, O108 1.178, O109 1.354
108 O -2.845 10.752 8.270  C107 1.178
109 O -4.055 8.920 8.786  C104 1.428, C107 1.354
110 F -1.626 6.491 8.475  C105 1.365
111 H -3.980 7.080 7.848  C104 1.091
112 H -4.346 7.027 9.591  C104 1.086
113 H -1.995 7.531 10.142  C105 1.090
114 C 9.147 -1.418 -1.626  C115 1.515, O119 1.433, H121 1.090, H122 1.086
115 C 7.642 -1.576 -1.673  C114 1.515, O116 1.416, F120 1.355, H123 1.092
116 O 7.195 -0.418 -0.992  C115 1.416, C117 1.369
117 C 8.148 0.552 -1.151  O116 1.369, O118 1.182, O119 1.346
118 O 7.971 1.696 -0.910  C117 1.182
119 O 9.288 0.008 -1.617  C114 1.433, C117 1.346
120 F 7.210 -2.674 -1.006  C115 1.355
121 H 9.551 -1.833 -0.702  C114 1.090
122 H 9.662 -1.844 -2.482  C114 1.086
123 H 7.217 -1.588 -2.679  C115 1.092
124 C -2.365 -10.705 2.646  C125 1.514, O129 1.433, H131 1.091, H132 1.086
125 C -0.923 -10.388 2.977  C124 1.514, O126 1.418, F130 1.354, H133 1.091
126 O -0.785 -9.069 2.475  C125 1.418, C127 1.357
127 C -2.010 -8.484 2.494  O126 1.357, O128 1.187, O129 1.346
128 O -2.203 -7.320 2.361  C127 1.187
129 O -2.970 -9.407 2.694  C124 1.433, C127 1.346
130 F -0.052 -11.205 2.337  C125 1.354
131 H -2.452 -11.108 1.636  C124 1.091
132 H -2.841 -11.379 3.351  C124 1.086
133 H -0.686 -10.391 4.041  C125 1.091
134 C 3.713 -3.041 -3.524  C135 1.517, O139 1.430, H141 1.092, H142 1.085
135 C 4.683 -4.207 -3.486  C134 1.517, O136 1.419, F140 1.352, H143 1.091
136 O 4.647 -4.581 -2.117  C135 1.419, C137 1.356
137 C 3.444 -4.213 -1.615  O136 1.356, O138 1.187, O139 1.348
138 O 2.994 -4.581 -0.580  C137 1.187
139 O 2.816 -3.373 -2.461  C134 1.430, C137 1.348
140 F 5.941 -3.842 -3.819  C135 1.352
141 H 4.225 -2.106 -3.290  C134 1.092
142 H 3.174 -2.940 -4.461  C134 1.085
143 H 4.390 -5.064 -4.094  C135 1.091
144 C -1.120 -15.141 1.914  C145 1.516, O149 1.429, H151 1.092, H152 1.086
145 C -2.159 -14.966 3.004  C144 1.516, O146 1.411, F150 1.358, H153 1.091
146 O -3.298 -14.565 2.273  C145 1.411, C147 1.370
147 C -3.191 -15.071 1.005  O146 1.370, O148 1.179, O149 1.354
148 O -4.072 -15.114 0.222  C147 1.179
149 O -1.929 -15.513 0.796  C144 1.429, C147 1.354
150 F -1.831 -13.981 3.880  C145 1.358
151 H -0.619 -14.194 1.705  C144 1.092
152 H -0.383 -15.909 2.127  C144 1.086
153 H -2.388 -15.872 3.566  C145 1.091

Net charge = +1

Results of the Löwdin charge analysis, in e, for atoms 1 through 99: C 0.0398; C -0.4097; O 0.1675; N -0.0671; C -0.0051; C -0.1430; C 0.0344; B -0.6447; O 0.2123; O 0.1874; C 0.0704; C -0.1718; C -0.0997; C -0.7639; O 0.1041; Cl 0.7433; C -0.1179; C -0.0926; C -0.1394; C -0.1833; C -0.2521; N 0.0016; N 0.1152; C -0.1121; C -0.1426; C -0.2139; C -0.4420; S 1.0115; C -0.6995; N 0.1019; N 0.0815; C -0.1499; O 0.0411; H 0.0768; H 0.0972; H 0.0917; H 0.0937; H 0.1035; H 0.0986; H 0.1162; H 0.1148; H 0.1448; H 0.1414; H 0.1276; H 0.0896; H 0.1219; H 0.0991; H 0.1136; H 0.0536; H 0.0842; H 0.1076; H 0.0884; H 0.0404; H 0.0626; H 0.1192; H 0.0953; H 0.1262; H 0.1035; H 0.0991; H 0.1216; H 0.0864; H 0.0670; H 0.1522; C -0.0334; C -0.3038; O 0.1425; C -0.5567; O 0.1531; O 0.0688; F 0.0915; H 0.1519; H 0.1115; H 0.1759; C -0.0235; C -0.2887; O 0.1420; C -0.5629; O 0.1586; O 0.0544; F 0.0836; H 0.1084; H 0.1440; H 0.1332; C -0.0476; C -0.3422; O 0.1299; C -0.5458; O 0.1967; O 0.0728; F 0.0720; H 0.1470; H 0.1382; H 0.1094; C -0.0487; C -0.3188; O 0.1378; C -0.5525; O 0.1858; O 0.0618

Electronic energy, respectively: -71295.1704; -171123.0136 eV.
Gap between HOMO and LUMO, respectively: 6.9575; 7.7819 eV.
HOMO level, respectively: -4.76; -11.34 eV.